[1]
Entry from OMol25: a molecular structure, C43H41AuBN7O at a distorted geometry (ωB97M-V/def2-TZVPD).

The HOMO energy comes out at -8.2434 eV. The value obtained for the frontier orbital gap is 6.652 eV. The value obtained for the energy above the lowest of the compared OMol25 structures with the same formula, charge and spin is 0.00 kcal per mole. The LUMO energy is -1.5915 eV.

Geometry as XYZ:
```
94
Properties=species:S:1:pos:R:3:forces:R:3:mulliken_charge:R:1
Au -0.173514 0.505290 -0.346910 0.4 1.9 -1.0 3.105
O -2.140149 1.360898 -0.174126 1.5 -0.9 -0.1 -0.706
N 1.076225 -9.359817 -0.314945 0.0 0.1 0.0 -0.516
N 0.107955 0.411489 2.041344 -0.1 -0.5 0.9 0.328
N 2.093233 0.585078 -0.397103 -1.0 -0.3 0.1 0.083
N 0.929440 3.140654 0.615163 0.0 0.0 0.1 0.493
N 2.647927 1.346210 0.581567 -0.1 0.0 -0.1 0.507
N 0.187752 2.621342 -0.387913 -0.2 -0.3 0.2 0.457
N 0.947819 1.376779 2.472988 0.1 0.4 0.1 0.645
C -2.875185 -3.665662 3.338632 0.0 0.0 0.0 -0.724
C -4.094054 0.627211 1.102937 0.4 0.0 -0.1 -1.349
C 0.914954 -8.221829 -0.365712 0.0 -0.1 0.0 -0.067
C 3.990008 1.265896 0.506368 -0.1 -0.2 0.1 1.031
C -0.417633 -0.161849 3.130373 0.3 0.3 0.2 0.127
C 0.085412 4.834642 -0.501169 0.0 0.1 -0.1 -1.576
C 4.908171 1.975938 1.444666 -0.1 0.0 0.0 -1.390
C -0.141853 -1.446896 -0.614911 -0.4 0.2 0.4 -1.785
C 1.771528 2.404619 4.626790 0.0 0.0 -0.1 -1.373
C 1.795204 -5.940500 -0.588336 0.0 -0.1 0.0 -0.897
C -2.615464 3.314604 -4.681388 0.0 0.0 0.0 -0.536
C 1.649151 5.365546 1.495841 0.0 -0.1 0.0 -1.348
C 3.079187 0.013191 -1.086212 0.1 -0.2 0.0 -0.705
C -1.432975 -2.043597 4.373871 0.0 0.0 0.0 -1.068
C -2.221244 -3.179861 4.462333 0.0 0.0 0.0 -0.677
C 0.076035 0.494991 4.277842 -0.1 -0.1 0.1 -1.621
C -1.055927 2.353838 -3.123558 0.0 0.0 0.1 1.499
C -0.773065 -4.911828 -0.327266 0.0 0.1 0.0 -0.192
C 0.885182 4.482725 0.566441 0.0 0.0 -0.1 1.003
C -0.327631 3.633607 -1.091816 0.1 0.0 0.1 -0.402
C 4.303929 0.414577 -0.532196 0.0 0.0 -0.2 -1.545
C -4.245246 2.041473 -0.929342 0.3 -0.1 0.1 -1.708
C 1.805942 -0.796818 -3.086557 0.0 0.1 0.0 -0.338
C -2.732583 -2.998011 2.132460 0.0 0.0 0.0 -0.472
C 0.938168 1.458611 3.822363 0.1 -0.1 0.1 0.826
C -3.559581 -0.344779 -1.169967 0.1 0.0 0.1 -1.279
C -1.116027 3.493934 -2.326032 -0.1 0.0 0.0 0.721
C -0.576932 -6.278488 -0.284608 0.0 0.0 0.0 -0.883
C 0.710094 -6.798846 -0.421059 -0.1 0.0 0.1 0.673
C 1.595144 -4.574052 -0.627986 0.0 0.1 0.0 -0.201
C -1.915095 4.556037 -2.745635 -0.1 0.0 0.1 -0.706
C 0.092513 -2.628288 -0.550002 -0.1 -0.1 -0.2 0.771
C 0.308987 -4.043449 -0.504633 0.0 0.0 0.0 0.121
C 3.610068 -2.871211 -3.428586 0.0 0.0 0.0 -0.583
C -1.953260 -1.854250 2.051059 0.0 0.1 0.1 0.446
C -2.659339 4.468260 -3.911425 0.0 0.0 0.0 -0.793
C -1.803031 2.260613 -4.285928 0.0 0.0 0.0 -0.539
C -3.454442 0.886776 -0.270242 -0.6 -0.2 -0.4 1.529
C 1.623329 -1.711779 -4.111065 0.0 0.0 0.0 -0.535
C 2.877742 -0.919185 -2.207933 0.0 0.0 0.0 0.989
C 3.787024 -1.958701 -2.399732 0.0 0.0 0.0 -0.854
C -1.285727 -1.358417 3.165268 0.0 0.0 0.0 0.734
C 2.521406 -2.755573 -4.281917 0.0 0.0 0.0 -0.542
B 1.795458 2.236704 1.520531 -0.2 -0.2 0.1 -1.378
H -3.493390 -4.552912 3.406024 0.0 0.0 0.0 0.410
H -3.809561 2.289086 -1.896620 0.0 0.0 -0.1 0.210
H -2.970241 -1.168780 -0.756184 0.0 0.0 0.0 0.032
H -3.752489 -0.306054 1.541125 0.0 0.0 0.1 0.137
H 2.836254 2.257656 4.435637 0.0 0.0 0.0 0.225
H 1.114089 0.027195 -2.967779 0.0 -0.1 0.0 0.716
H -5.181100 0.588061 1.012419 0.0 0.0 0.0 0.470
H 2.789083 -6.356074 -0.684580 0.0 0.0 0.0 0.454
H -3.284079 5.300675 -4.211881 0.0 0.0 0.0 0.398
H 1.536056 3.447607 4.405168 0.0 0.0 0.0 0.195
H 4.824267 3.059436 1.346358 0.0 0.0 0.0 0.240
H 2.431991 -3.899555 -0.753696 0.0 0.0 0.0 0.556
H -4.197285 2.922127 -0.284959 -0.1 0.0 -0.1 0.408
H -3.247014 -3.356099 1.246929 0.0 0.0 0.1 0.417
H -3.208070 3.236757 -5.584341 0.0 0.0 0.0 0.390
H 2.722912 5.197347 1.397935 0.0 0.0 0.0 0.239
H -1.976476 5.451136 -2.137839 0.0 0.0 0.0 0.347
H 5.935759 1.690357 1.230742 0.0 0.0 0.0 0.392
H -3.170513 -0.111105 -2.163294 0.0 0.0 0.0 0.241
H 0.774825 -1.609145 -4.775831 0.0 0.0 0.0 0.431
H 1.584748 2.228390 5.684687 0.0 0.0 0.0 0.380
H -0.164481 0.295199 5.308958 0.0 0.0 0.0 0.429
H -1.410530 -6.952991 -0.143456 0.0 0.0 0.0 0.457
H 4.627067 -2.064992 -1.723808 0.0 0.0 0.0 0.360
H 1.443083 6.407144 1.257989 0.0 0.0 0.0 0.383
H -0.910264 -1.699365 5.256511 0.0 0.0 0.0 0.295
H -4.599710 -0.664264 -1.258927 0.0 0.0 0.0 0.482
H 4.682839 1.717289 2.479984 0.0 0.0 0.0 0.240
H -2.314367 -3.694077 5.410947 0.0 0.0 0.0 0.400
H -1.879634 -1.325122 1.119042 0.1 0.0 -0.1 -0.078
H -0.416272 1.532803 -2.830821 0.0 0.0 0.0 -0.590
H 2.379538 -3.471791 -5.081628 0.0 0.0 0.0 0.398
H 2.507299 2.920341 2.188965 0.1 0.0 -0.1 -0.079
H -0.123400 5.836398 -0.839728 0.0 -0.1 0.0 0.498
H -1.743194 1.365964 -4.893087 0.0 0.0 0.0 0.412
H 1.378123 5.183414 2.536494 0.0 0.0 0.0 0.201
H -5.285557 1.740936 -1.059974 0.0 0.1 0.0 0.476
H -3.822617 1.442653 1.777315 -0.1 0.0 0.0 0.301
H 5.292296 0.159731 -0.878464 -0.1 0.0 0.0 0.553
H -1.763752 -4.493886 -0.212472 0.0 0.0 0.0 0.352
H 4.318734 -3.679315 -3.556497 0.0 0.0 0.0 0.417
```
Forces are in eV/Å.

[2]
Entry from OMol25: a molecular structure, C32H39N4PdSb (ωB97M-V/def2-TZVPD).

The HOMO energy (spin up / spin down) comes out at -13.9970 / -13.9970 eV. The value obtained for the frontier orbital gap (spin up / spin down) is 6.420 / 6.421 eV. The charge is +2. The LUMO energy (spin up / spin down) is -7.5769 / -7.5759 eV.

Geometry as XYZ:
```
77
Properties=species:S:1:pos:R:3:forces:R:3:mulliken_charge:R:1
Sb 3.498699 -0.513125 -0.632262 -0.4 0.4 0.4 2.674
Pd 1.004282 -0.612491 0.073439 0.1 -0.6 -0.4 0.184
N -0.552448 0.072274 2.871799 0.0 0.1 0.0 0.008
N 0.944945 1.422769 0.362199 0.0 0.0 -0.1 0.249
N -1.056722 -1.204496 0.288845 0.0 0.2 0.1 0.633
N -1.206537 0.713801 -2.208864 0.0 0.0 0.1 -0.022
C 4.151126 1.317957 1.556783 0.0 0.0 0.0 -1.035
C 4.683967 2.365129 2.287705 0.0 0.0 0.0 -0.924
C -3.120003 -1.692518 -0.780229 0.0 -0.1 0.0 -0.926
C -1.813199 -1.238976 -0.823820 0.1 0.0 0.1 0.753
C -1.575422 -1.585879 1.469507 0.1 0.0 0.0 0.544
C 2.764509 -3.899609 1.828880 0.0 0.0 0.0 -1.057
C 5.514015 2.100773 -1.948211 0.0 0.0 0.0 -1.487
C 4.385526 1.208827 0.179016 0.2 0.3 0.1 0.376
C 5.018961 -2.332395 -2.375407 0.0 0.1 -0.1 -0.623
C 4.204429 -1.201735 -2.457307 0.1 -0.2 -0.4 0.789
C -2.867765 -2.061075 1.565944 0.0 -0.1 0.0 -0.958
C -1.205781 -0.722566 -2.113701 0.0 0.1 0.1 -1.020
C 0.712592 1.857486 1.784575 0.1 0.1 0.0 -0.738
C 3.890307 -4.041910 2.631343 0.0 0.0 0.0 -0.743
C -0.048772 1.530166 -1.981838 -0.1 -0.1 0.0 -0.173
C 0.735169 0.724568 2.806546 -0.1 -0.1 0.0 -0.418
C 5.583991 -2.849148 -3.532078 0.0 0.0 0.1 -0.908
C 5.460402 3.314743 1.637221 0.0 0.0 0.0 -0.879
C 2.758969 -2.897234 0.875162 0.0 0.1 0.0 -1.486
C 6.221903 -1.321145 1.370157 0.0 0.0 0.0 -1.498
C 4.987526 -3.211189 2.464325 0.0 0.0 0.0 -0.590
C -3.652172 -2.119251 0.424353 0.0 0.0 0.0 -0.508
C 5.184922 2.152115 -0.481674 -0.1 0.0 0.0 0.649
C 3.858238 -2.037729 0.726973 0.1 -0.3 0.2 1.189
C 0.051733 2.157044 -0.586175 0.0 0.0 0.1 -0.811
C 5.318517 -2.243957 -4.749144 0.0 0.0 0.0 -0.791
C 5.003360 -2.191723 1.510604 -0.1 0.0 0.1 0.548
C -0.701284 -1.352202 2.680844 0.0 0.0 -0.1 -0.834
C 4.489877 -1.131451 -4.820511 0.0 0.0 0.0 -0.661
C 3.905406 -0.591407 -3.682135 0.1 -0.1 0.1 0.757
C 5.708163 3.197964 0.280664 0.0 0.0 0.0 -0.616
C 2.977423 0.582001 -3.792796 -0.1 0.0 0.0 -1.352
H 5.863623 -3.362357 3.083250 0.0 0.0 0.0 0.492
H 0.843020 0.919237 -2.144731 0.1 0.0 -0.1 -0.619
H 6.319068 -0.896229 0.368951 0.0 0.0 0.0 0.137
H 6.488095 2.550337 -2.132627 0.0 0.0 0.0 0.527
H -2.027630 1.156993 -2.578172 0.0 0.0 -0.1 0.249
H 4.787565 2.668924 -2.532339 0.0 0.0 0.0 0.346
H -0.939801 2.170199 -0.137184 0.0 0.0 0.0 0.438
H 6.198437 -0.489898 2.077771 0.0 0.0 0.0 0.285
H -3.255295 -2.373328 2.525848 0.0 0.0 0.0 0.507
H -1.132786 -1.854906 3.548277 0.0 0.0 0.0 0.586
H 0.287849 -1.798562 2.511320 -0.1 0.0 0.0 -0.094
H -1.746620 -1.167122 -2.950989 0.0 0.0 0.0 0.669
H -4.667794 -2.488544 0.475290 0.0 0.0 0.0 0.442
H 6.337919 3.931221 -0.207795 0.0 0.0 0.0 0.482
H -0.274120 2.314286 1.819079 0.0 0.0 0.0 0.502
H 4.512764 2.431396 3.354196 0.0 0.0 0.0 0.543
H 1.924656 -4.573011 1.931326 0.0 0.0 0.0 0.522
H 1.913378 1.655420 0.149764 -0.1 0.3 0.0 -0.244
H 5.220260 -2.804753 -1.421760 0.0 0.0 0.0 0.441
H -0.014721 2.329049 -2.725335 0.0 0.0 0.0 0.513
H 5.755556 -2.642400 -5.654865 0.0 0.0 0.0 0.414
H 3.922202 -4.822385 3.379658 0.0 0.0 0.0 0.444
H 6.227934 -3.716085 -3.478478 0.0 0.0 0.0 0.481
H -0.167525 -1.074668 -2.186431 0.0 0.0 -0.1 -0.075
H 4.290692 -0.677564 -5.783304 0.0 0.0 0.0 0.475
H 5.890178 4.137232 2.192981 0.0 0.0 0.0 0.447
H 1.054922 1.123479 3.773988 0.0 0.1 0.0 0.479
H 1.486609 -0.017289 2.516347 0.1 0.0 0.1 -0.121
H 3.117682 1.107411 -4.736019 0.0 0.0 0.0 0.520
H 1.933594 0.259066 -3.757701 0.1 0.0 -0.1 0.325
H 1.449598 2.628467 2.014698 0.1 0.0 0.0 0.361
H -3.706174 -1.719012 -1.688481 0.0 0.0 0.0 0.510
H 5.541908 1.084470 -2.338212 0.0 0.0 0.0 0.116
H 7.123554 -1.898092 1.569905 0.0 0.0 0.0 0.609
H -1.202948 0.487950 3.517551 0.0 -0.1 0.1 0.264
H 3.135831 1.308903 -2.991602 0.0 0.0 0.0 0.094
H 1.904458 -2.840570 0.183941 0.0 0.0 0.0 0.607
H 0.413414 3.186412 -0.648587 0.0 0.0 0.0 0.475
H 3.588578 0.547924 2.075561 0.0 0.0 0.0 0.549
```
Forces are in eV/Å.

[3]
Entry from OMol25: a molecular structure, C4H4CuO5 at a distorted geometry (ωB97M-V/def2-TZVPD).

The HOMO energy (spin up / spin down) comes out at -1.5393 / -5.4808 eV. The value obtained for the frontier orbital gap (spin up / spin down) is 5.325 / 8.489 eV. Its spin multiplicity is 3. The charge is -1. The value obtained for the energy above the lowest of the compared OMol25 structures with the same formula, charge and spin is 0.00 kcal per mole. The expectation value of S² is 2.01. The LUMO energy (spin up / spin down) is 3.7854 / 3.0081 eV.

Geometry as XYZ:
```
14
Properties=species:S:1:pos:R:3:forces:R:3:mulliken_spin:R:1
Cu 1.595672 -0.246855 0.286921 3.2 -0.6 0.3 0.779
O -1.347200 0.316961 -1.142898 0.0 0.0 -0.2 -0.005
O 0.003606 -1.047782 0.146672 -1.0 0.0 -0.1 0.185
O 4.474516 -1.373560 -0.187452 -0.5 0.3 0.4 0.163
O 0.428612 1.141999 0.051538 -0.4 -0.2 0.1 0.195
O -1.498918 0.441647 1.078210 -0.1 0.0 0.2 0.002
C 3.523432 -0.670427 -0.047098 0.3 0.0 -0.5 0.656
C -2.691456 -0.194010 0.691624 0.0 -0.1 0.1 -0.003
C -0.526854 0.202429 0.037487 -2.0 0.4 -0.2 0.024
C -2.598616 -0.256017 -0.851962 0.1 -0.1 -0.1 0.002
H -3.544042 0.401830 1.044278 0.2 -0.1 -0.1 0.000
H -2.656659 -1.295815 -1.213915 0.0 0.2 0.1 0.001
H -2.764525 -1.204352 1.127224 0.0 0.2 -0.1 0.001
H -3.382611 0.331179 -1.349140 0.2 -0.1 0.1 0.001
```
Forces are in eV/Å.